No. 1
This record from the OMol25 dataset describes a 2-piece molecular cluster, CH5N2S overall at a distorted geometry. The level of theory is wB97M-V/def2-TZVPD.

The geometry in XYZ format:
```
9
Properties=species:S:1:pos:R:3:forces:R:3
C -0.412 0.136 -0.979 1.3 -1.2 1.2
N 0.543 -0.763 -1.217 -0.6 0.4 0.2
N 0.074 0.360 1.358 -0.4 0.6 -1.1
S -1.181 -1.344 -1.041 -0.2 -0.3 -0.4
H -0.578 1.187 -1.056 0.0 0.5 -0.2
H 1.099 -0.847 -2.065 -0.2 0.2 -0.3
H 0.234 1.355 1.479 0.1 -0.1 0.3
H 0.919 -0.155 1.572 0.0 0.0 0.0
H -0.698 0.072 1.947 0.1 -0.1 0.1
```
Forces are in eV/Å.

Properties
Net charge   +1

Atomic partial charges in e from the natural (NBO) method, atoms 1 to 2: 0.11, -0.58

=====

No. 2
This record from the OMol25 dataset describes an isolated ion of composition CH5N2S and charge +1 at a distorted geometry. The level of theory is wB97M-V/def2-TZVPD.

The geometry in XYZ format:
```
9
Properties=species:S:1:pos:R:3:forces:R:3
C 0.308 -0.319 0.424 -3.1 0.4 0.4
N -2.191 0.688 1.166 1.5 -0.3 -0.5
N 1.177 -0.461 -0.790 0.9 3.7 1.5
S -1.049 0.719 0.115 1.4 -1.0 0.9
H 0.350 -1.017 1.297 0.2 0.5 -1.2
H -2.739 1.550 1.055 0.0 -0.3 -0.2
H 1.042 0.543 -1.222 1.3 -2.0 0.7
H 0.911 -1.026 -1.553 -0.6 -1.8 -0.8
H 2.191 -0.676 -0.493 -1.8 0.7 -0.8
```
Forces are in eV/Å.

Properties
Net charge   +1

Atomic partial charges in e from the natural (NBO) method, atoms 1 to 2: -0.46, -0.85

=====

No. 3
This record from the OMol25 dataset describes an isolated ion of composition CH5N2Si and charge +1 at a distorted geometry. The level of theory is wB97M-V/def2-TZVPD.

The geometry in XYZ format:
```
9
Properties=species:S:1:pos:R:3:forces:R:3
C -0.469 -0.569 0.351 -0.6 -0.4 -2.4
N 1.443 1.796 2.380 0.4 0.3 1.2
N 1.083 1.533 1.396 0.2 0.1 -0.5
Si 0.407 0.944 -0.294 -1.3 -2.4 1.4
H 0.311 -1.162 0.740 0.6 -1.0 1.2
H -1.428 -0.506 0.977 1.6 0.1 -1.1
H -0.610 -1.146 -0.653 -0.5 0.8 1.5
H -0.578 1.875 -0.329 -1.4 2.5 -0.7
H 1.611 0.921 -1.016 1.0 0.0 -0.7
```
Forces are in eV/Å.

Properties
Net charge   +1

Atomic partial charges in e from the natural (NBO) method, atoms 1 to 2: -1.12, 0.32

=====

Values for HOMO-LUMO gap, eV, ordered as above
9.08; 8.54; 11.83
Values for electronic energy, eV, ordered as above
-14923.4927; -14923.2407; -11967.7344
Values for ΔE to the lowest compared entry with this formula, charge and spin, kJ/mol, ordered as above
286.9; 311.2; 17.8